DFT (the ωB97M-V functional and the def2-TZVPD basis) results for C6H9NO4S in the gas phase in a non-equilibrium geometry.

Geometry (Å):
C 0.56 0.37 0.17
H -1.54 -2.26 -0.61
H -0.75 -2.31 1.56
S -2.35 -0.09 -1.03
N -0.01 2.55 -0.30
C 2.64 -0.76 -0.65
C 1.77 0.43 -0.62
H -2.91 -1.80 0.46
H -1.07 -0.59 1.94
C -0.89 -1.26 1.13
O 0.31 -0.87 0.60
O -0.97 1.61 1.49
H 3.02 -0.73 0.33
O 2.06 1.41 -1.29
H 0.87 2.51 -0.96
H 3.37 -0.70 -1.50
C -0.23 1.55 0.57
H 1.96 -1.57 -0.74
O -3.48 0.60 -0.41
C -1.92 -1.53 0.02
H -0.45 3.45 -0.15

HOMO (alpha / beta) = -8.818 / -8.693 eV
Energy relative to the best compared isomer or geometry (same formula, charge and spin) = 18.5 kcal/mol
LUMO energy (alpha / beta) = -1.33 / -0.93 eV

These are the Mulliken partial charges, in e, on atoms 1 to 2: 0.275 0.442

---

DFT (the ωB97M-V functional and the def2-TZVPD basis) results for 14 unconnected molecules or ions with the total composition C46H126N6O25 in a non-equilibrium geometry.

Geometry (Å):
H -16.55 -9.31 -21.44
O -21.83 -20.01 -21.66
H -19.13 -18.38 -14.85
C -16.16 -10.03 -20.67
H -15.65 -9.37 -14.68
H -16.66 -17.85 -19.20
H -17.80 -9.48 -19.61
H -18.05 -8.66 -15.76
H -22.21 -15.56 -12.34
H -22.94 -17.93 -22.94
H -14.88 -18.02 -18.98
H -15.42 -14.92 -18.43
H -15.04 -11.14 -23.12
C -14.25 -16.29 -20.94
H -14.93 -20.30 -19.12
H -13.63 -10.78 -25.12
H -19.93 -13.62 -13.57
C -21.58 -17.99 -26.64
H -21.21 -20.55 -23.49
C -23.11 -15.10 -12.79
O -11.99 -15.25 -18.41
H -21.08 -18.45 -24.10
H -21.65 -9.29 -20.87
H -15.71 -13.47 -14.95
H -23.93 -14.12 -11.02
H -25.13 -19.28 -21.81
C -19.52 -14.89 -18.54
O -17.87 -17.25 -16.09
H -22.17 -19.19 -17.37
H -22.81 -14.07 -13.10
H -18.02 -18.85 -18.28
H -12.72 -17.65 -15.02
H -10.00 -14.49 -18.32
H -22.26 -16.66 -17.05
H -17.96 -14.34 -23.01
C -26.05 -15.84 -10.79
H -16.75 -11.44 -12.02
H -19.61 -12.03 -21.37
O -17.00 -13.34 -11.34
C -18.92 -18.21 -15.92
H -14.82 -11.85 -13.41
H -26.77 -15.69 -11.56
H -17.80 -12.35 -19.94
H -15.11 -12.31 -17.62
H -20.90 -16.87 -22.10
H -23.88 -16.77 -13.73
C -15.86 -13.09 -23.70
H -12.70 -11.74 -19.42
H -18.42 -20.51 -25.79
H -15.34 -8.80 -19.25
H -14.00 -16.43 -15.05
H -17.70 -15.45 -19.27
C -24.28 -14.83 -11.86
H -16.83 -20.07 -22.08
H -26.17 -14.93 -10.17
N -23.61 -15.85 -13.97
H -17.97 -9.01 -17.61
C -19.02 -11.14 -21.25
H -18.93 -18.36 -25.16
H -12.80 -10.58 -20.73
H -11.14 -15.95 -16.61
C -14.96 -9.45 -20.02
H -12.56 -14.91 -16.44
C -11.04 -14.19 -18.52
C -24.15 -19.28 -22.20
C -18.25 -20.09 -24.74
H -23.91 -16.98 -16.43
H -14.29 -8.91 -20.71
O -22.39 -18.13 -15.56
H -13.69 -13.39 -17.97
H -15.88 -10.92 -21.23
H -17.42 -19.65 -16.19
H -13.87 -13.27 -22.44
C -20.36 -15.72 -19.51
H -24.47 -12.55 -22.18
H -16.76 -12.78 -24.26
C -23.02 -14.54 -22.93
N -12.67 -17.96 -17.77
O -18.07 -18.66 -24.73
C -13.54 -17.27 -15.64
H -15.75 -8.28 -16.58
H -12.20 -17.68 -18.63
H -14.02 -11.85 -20.61
H -21.58 -11.11 -20.98
C -16.89 -19.14 -21.56
H -12.02 -18.52 -17.21
H -15.40 -13.98 -24.17
H -23.56 -12.97 -24.19
O -19.83 -9.99 -21.34
H -14.33 -15.54 -21.69
O -18.15 -10.58 -16.29
H -19.16 -20.30 -22.73
H -17.79 -14.25 -21.23
C -20.69 -12.24 -14.98
O -15.07 -14.04 -16.56
H -19.31 -16.98 -22.34
H -15.87 -15.89 -16.98
H -21.17 -19.98 -20.93
N -17.20 -10.28 -19.65
C -13.41 -11.15 -19.98
C -17.31 -14.41 -17.60
H -13.86 -12.53 -16.39
C -14.41 -11.53 -25.08
O -16.23 -13.12 -14.17
C -22.96 -13.03 -23.26
H -24.11 -19.99 -22.99
C -18.44 -19.51 -16.52
H -17.85 -10.95 -15.46
N -18.18 -15.42 -18.39
H -17.57 -13.55 -12.10
O -20.62 -20.42 -24.24
C -15.86 -14.91 -17.45
O -18.49 -19.58 -17.92
C -22.81 -16.85 -16.13
H -14.01 -12.32 -25.72
H -17.74 -14.19 -16.58
C -22.61 -15.83 -15.05
H -17.81 -12.59 -14.17
O -24.36 -15.02 -22.82
H -19.04 -20.39 -16.18
H -22.22 -20.14 -15.78
H -23.28 -17.49 -25.57
H -19.63 -12.49 -16.54
H -23.67 -19.45 -16.53
C -21.09 -10.21 -20.69
O -20.18 -13.01 -15.99
C -19.94 -16.90 -21.54
C -15.69 -17.85 -19.69
H -15.41 -12.08 -11.06
H -21.36 -15.27 -19.59
C -22.59 -19.27 -16.35
H -16.51 -20.34 -19.15
C -22.46 -18.12 -25.45
H -20.71 -11.18 -15.27
C -14.37 -12.98 -17.21
C -16.14 -9.33 -16.56
H -15.82 -9.96 -17.43
H -18.33 -11.24 -22.15
H -14.80 -19.07 -21.18
H -21.68 -12.67 -14.76
H -24.94 -14.15 -12.48
C -19.87 -12.53 -13.76
H -22.49 -15.11 -23.75
C -15.69 -19.08 -20.60
H -19.86 -17.90 -16.39
C -19.31 -20.62 -23.73
H -14.04 -16.45 -17.61
O -23.80 -17.99 -22.56
H -19.93 -17.89 -21.03
O -18.52 -12.03 -13.82
H -20.08 -14.98 -17.56
O -15.70 -10.04 -15.39
H -20.34 -12.17 -12.86
C -17.63 -9.30 -16.56
O -14.17 -10.33 -19.17
H -22.84 -19.15 -25.48
H -17.30 -20.51 -24.29
H -23.60 -20.81 -20.69
O -24.78 -15.97 -11.38
H -24.27 -15.96 -22.77
H -14.44 -17.88 -15.57
C -23.18 -19.87 -21.13
H -17.81 -19.23 -20.93
C -18.17 -11.33 -19.94
N -13.58 -12.54 -23.07
H -22.69 -14.85 -15.54
H -17.35 -13.47 -18.08
C -15.34 -12.70 -13.02
H -12.98 -13.04 -23.75
C -14.76 -12.00 -23.71
H -11.08 -13.76 -19.54
O -15.57 -16.57 -20.38
C -16.15 -12.35 -11.81
H -21.94 -12.66 -23.38
H -15.31 -11.11 -25.57
N -15.69 -20.26 -19.81
H -21.35 -16.96 -26.81
O -23.57 -12.23 -22.26
H -17.07 -18.32 -22.35
H -19.44 -13.87 -18.94
H -20.49 -16.78 -19.15
H -13.48 -16.01 -20.18
C -17.20 -14.40 -22.18
O -16.26 -13.33 -22.31
H -11.16 -13.37 -17.85
H -17.93 -16.82 -16.95
H -14.66 -13.52 -12.81
O -20.37 -18.68 -26.57
H -23.15 -19.14 -20.28
H -22.49 -14.74 -22.01
H -20.98 -10.31 -19.61
H -18.85 -11.33 -19.00
H -13.81 -17.15 -21.49
H -22.17 -18.29 -27.52
C -12.16 -15.68 -17.05
O -21.78 -17.73 -24.26
H -21.53 -15.89 -14.75
H -19.22 -21.75 -23.70
C -13.11 -16.81 -17.04
O -19.64 -15.77 -20.77
H -26.29 -16.74 -10.17
H -16.73 -15.36 -22.25
H -20.46 -19.61 -26.33

HOMO = -8.674 eV
Energy relative to the best compared isomer or geometry (same formula, charge and spin) = 39.7 kcal/mol
LUMO energy = 0.39 eV

These are the Mulliken partial charges, in e, on atoms 1 to 2: 0.280 -0.380